1.
{
  "formula": "C27H36I2N6O7PS",
  "method": "ωB97M-V/def2-TZVPD",
  "fmax_ha_per_bohr": 0.2073,
  "orbital_gap_ev": 6.242,
  "total_charge": 1,
  "symbols": ["C", "C", "O", "C", "O", "C", "C", "C", "N", "C", "N", "N", "C", "S", "C", "C", "C", "C", "C", "N", "N", "C", "C", "I", "C", "C", "I", "N", "C", "O", "C", "C", "C", "C", "C", "C", "H", "H", "H", "H", "H", "H", "H", "H", "H", "H", "H", "H", "H", "H", "H", "H", "H", "H", "H", "H", "H", "H", "H", "H", "H", "H", "H", "C", "O", "P", "O", "O", "C", "O", "C", "H", "H", "H", "H", "H", "H", "H", "H", "H"],
  "xyz": [[6.1420, -2.9834, 0.9039], [6.4660, -2.2447, -0.5522], [6.7248, -0.8068, -0.2786], [5.4313, -0.0511, -0.2359], [5.0504, 0.4428, 0.9450], [4.5248, 0.2141, -1.5955], [2.9050, 0.1656, -1.3459], [2.4055, -1.1818, -0.4901], [0.9647, -1.4941, -0.7739], [0.2373, -2.3758, -1.7428], [0.7923, -3.1761, -2.6822], [-0.0746, -3.9489, -3.4731], [-0.2335, -5.1963, -2.8656], [-0.6401, -6.3986, -1.6856], [2.2844, -3.3418, -3.0103], [2.8723, -2.2092, -4.0211], [4.4814, -2.3868, -4.4448], [5.1366, -3.7267, -3.7121], [4.3726, -4.7267, -2.6809], [2.9361, -4.5072, -2.3485], [-1.2772, -2.3656, -1.6570], [-1.4534, -1.3447, -0.5512], [-2.9847, -0.9471, -0.1231], [-3.8054, -2.1543, 1.5329], [-3.9802, -1.2072, -1.4402], [-4.5852, -2.7326, -1.5023], [-5.6128, 0.3092, -1.4267], [-0.0968, -0.8929, -0.0588], [-0.0413, 0.0985, 1.0847], [-0.8109, -0.4705, 2.2017], [-0.1261, -0.3153, 3.4940], [1.4160, -0.7465, 3.8467], [1.9629, -0.5189, 5.4001], [1.0327, 0.1030, 6.6261], [-0.5072, 0.5454, 6.2697], [-1.0521, 0.3269, 4.7299], [5.3265, -2.3190, 1.4558], [7.1230, -3.0131, 1.5739], [5.7107, -4.0534, 0.6975], [5.5366, -2.3953, -1.2822], [7.3788, -2.7589, -1.1095], [4.8466, 1.2971, -1.9818], [4.9193, -0.5385, -2.4024], [2.3840, 0.1823, -2.4199], [2.6321, 1.1677, -0.7580], [2.5793, -0.8812, 0.6522], [3.1631, -2.0664, -0.6911], [2.2171, -1.3081, -4.4421], [5.0570, -1.6604, -5.1577], [6.2757, -3.9701, -3.9512], [4.9691, -5.6487, -2.2295], [-3.0328, 0.2186, 0.0702], [-3.4092, -1.0250, -2.4705], [-3.7994, -3.5720, -1.1905], [-5.5940, -2.8100, -0.8742], [-4.9043, -3.0216, -2.6157], [1.0302, 0.4778, 1.3619], [-0.6450, 1.0650, 0.7286], [2.0601, -1.2002, 2.9748], [3.0639, -0.8410, 5.7177], [1.4338, 0.2341, 7.7428], [-1.2821, 0.9820, 7.0643], [-2.1802, 0.6419, 4.5118], [-4.9819, 7.7128, -0.8797], [-4.2347, 6.6920, -0.2461], [-5.1183, 5.8435, 0.9753], [-3.8226, 5.1927, 1.4677], [-5.8139, 4.8855, -0.1713], [-4.9785, 4.1785, -1.0733], [-6.0020, 4.9949, 2.1968], [-7.0343, 5.7698, 2.7700], [-4.3725, 8.1537, -1.6735], [-5.8922, 7.3009, -1.3225], [-5.2408, 8.4862, -0.1532], [-3.9460, 4.1003, -0.7249], [-4.9926, 4.6834, -2.0418], [-5.3780, 3.1695, -1.2039], [-7.7487, 6.0694, 1.9987], [-6.6104, 6.6579, 3.2464], [-7.5500, 5.1714, 3.5240]],
  "lowdin_charge": [-0.083, -0.226, -0.114, -0.247, -0.003, -0.100, -0.148, -0.105, 0.011, -0.127, -0.136, 0.025, -0.446, 0.669, -0.174, 0.032, 0.001, -0.037, -0.072, 0.063, 0.171, -0.090, -0.660, 0.897, -0.798, -0.282, 0.834, -0.005, -0.114, -0.190, -0.153, -0.008, -0.049, -0.065, -0.058, 0.012, 0.081, 0.103, 0.077, 0.082, 0.140, 0.153, 0.092, 0.114, 0.134, 0.124, 0.133, 0.117, 0.107, 0.104, 0.129, 0.086, 0.092, 0.068, 0.060, 0.098, 0.146, 0.173, 0.075, 0.093, 0.099, 0.101, 0.103, -0.156, -0.266, 0.751, -0.282, -0.281, -0.131, -0.244, -0.166, 0.092, 0.081, 0.081, 0.085, 0.089, -0.018, 0.082, 0.082, 0.091]
}

2.
{
  "formula": "C4H9NO",
  "method": "ωB97M-V/def2-TZVPD",
  "fmax_ha_per_bohr": 0.0745,
  "orbital_gap_ev": [8.702, 8.702],
  "total_charge": 0,
  "de_lowest_kcal_mol": 93.4,
  "symbols": ["C", "C", "C", "N", "C", "O", "H", "H", "H", "H", "H", "H", "H", "H", "H"],
  "xyz": [[-1.1900, 0.3813, -0.2016], [2.1375, 0.5474, 0.2602], [-1.9790, -0.8613, 0.0325], [-0.2415, 0.4051, -1.1415], [0.9502, -0.3923, 0.1485], [1.0410, -1.6028, 0.1366], [0.0741, 1.3487, -1.3473], [-1.7039, 1.3062, 0.0850], [0.1065, 0.0953, 0.9268], [2.5909, 0.4139, 1.2415], [1.8800, 1.5989, 0.1425], [2.8817, 0.2764, -0.4892], [-2.7143, -0.9645, -0.7702], [-1.3249, -1.7336, -0.0081], [-2.5084, -0.8187, 0.9844]],
  "lowdin_charge": [-0.257, -0.037, -0.064, 0.033, -0.508, 0.006, 0.073, 0.125, 0.130, 0.086, 0.071, 0.085, 0.095, 0.079, 0.082]
}

3.
{
  "formula": "C31H33BF2O3S",
  "method": "ωB97M-V/def2-TZVPD",
  "fmax_ha_per_bohr": 0.0748,
  "orbital_gap_ev": 3.270,
  "total_charge": 0,
  "de_lowest_kcal_mol": 106.8,
  "symbols": ["C", "O", "C", "C", "C", "C", "B", "C", "C", "C", "C", "C", "S", "O", "C", "C", "C", "C", "C", "C", "O", "C", "C", "H", "H", "H", "H", "H", "H", "H", "H", "H", "H", "H", "H", "H", "H", "H", "H", "H", "H", "H", "H", "H", "H", "H", "H", "F", "C", "C", "C", "C", "C", "C", "C", "C", "C", "F", "C", "C", "C", "C", "H", "H", "H", "H", "H", "H", "H", "H", "H"],
  "xyz": [[0.7447, 0.3618, 6.7899], [1.2459, 0.2075, 5.4495], [0.5692, -0.6246, 4.6016], [1.0966, -0.7252, 3.2966], [0.2891, -1.1900, 2.2713], [-0.9640, -1.7634, 2.5289], [-1.8166, -2.5145, 1.3089], [-0.9480, -3.8602, 1.7106], [-1.3575, -4.8534, 2.5801], [-0.6862, -6.1002, 2.3453], [0.2579, -6.0391, 1.3406], [1.0397, -7.1562, 0.7757], [0.4451, -4.3916, 0.8092], [-3.1610, -3.0047, 1.4598], [-3.7650, -2.9525, 0.1600], [-4.5885, -4.2151, -0.1195], [-4.6544, -1.7162, 0.2069], [-2.5215, -2.7608, -0.8366], [-1.9582, -4.0975, -1.2892], [-2.8077, -1.8886, -2.0575], [-1.5570, -2.0843, -0.0191], [-1.4660, -1.6886, 3.8280], [-0.6846, -1.2142, 4.8885], [1.3043, 1.2022, 7.2031], [-0.3303, 0.5918, 6.7856], [0.9408, -0.5551, 7.3627], [2.0978, -0.3197, 3.1299], [0.6549, -1.1060, 1.2468], [-2.0882, -4.7263, 3.3714], [-0.9058, -7.0290, 2.8627], [0.7461, -8.0977, 1.2417], [0.8627, -7.2423, -0.3009], [2.1068, -7.0081, 0.9549], [-5.0815, -4.0823, -1.0968], [-3.9799, -5.1337, -0.1488], [-5.3570, -4.3748, 0.6481], [-5.1146, -1.4623, -0.7538], [-5.4727, -1.8791, 0.9178], [-4.0626, -0.8624, 0.5714], [-2.6338, -4.5590, -2.0185], [-0.9877, -3.9912, -1.7876], [-1.8258, -4.7989, -0.4594], [-3.7385, -2.2030, -2.5488], [-2.8849, -0.8342, -1.7725], [-1.9766, -1.9849, -2.7663], [-2.4734, -2.0612, 4.0209], [-1.0582, -1.2609, 5.9143], [-7.1917, 1.6078, 4.2056], [-5.9999, 1.4255, 3.5472], [-6.0219, 1.1592, 2.1779], [-4.7979, 1.1081, 1.5212], [-3.5439, 1.0847, 2.2117], [-2.3217, 0.8546, 1.4683], [-1.1789, 1.7193, 1.6397], [-0.5198, 2.4307, 0.5960], [0.4605, 3.3727, 0.8887], [0.9055, 3.4559, 2.2058], [1.8540, 4.3921, 2.5114], [0.4654, 2.6138, 3.2203], [-0.6153, 1.8032, 2.9307], [-3.5981, 1.3705, 3.6117], [-4.8152, 1.5511, 4.2727], [-6.9682, 1.0130, 1.6582], [-4.7769, 1.0553, 0.4324], [-2.3507, 0.3034, 0.5127], [-0.8314, 2.2318, -0.4254], [0.8917, 4.0322, 0.1367], [0.9590, 2.5900, 4.1855], [-0.9791, 1.0749, 3.6521], [-2.6882, 1.4691, 4.1995], [-4.8338, 1.8138, 5.3311]],
  "lowdin_charge": [-0.062, -0.107, -0.291, -0.003, -0.048, -0.108, -0.938, -0.382, -0.115, -0.135, -0.594, -0.124, 1.070, 0.056, -0.449, -0.006, -0.022, -0.460, -0.048, -0.013, 0.048, -0.031, -0.016, 0.091, 0.085, 0.101, 0.128, 0.129, 0.109, 0.100, 0.075, 0.073, 0.072, 0.092, 0.086, 0.089, 0.088, 0.098, 0.043, 0.092, 0.087, 0.066, 0.090, 0.076, 0.089, 0.127, 0.104, 0.053, -0.225, 0.019, -0.020, -0.165, 0.157, -0.190, 0.015, 0.010, -0.231, 0.055, 0.028, -0.031, 0.016, 0.016, 0.132, 0.124, 0.131, 0.123, 0.127, 0.126, 0.088, 0.103, 0.127]
}

4.
{
  "formula": "C4H13N2O",
  "method": "ωB97M-V/def2-TZVPD",
  "fmax_ha_per_bohr": 0.0478,
  "s2": 0.7505,
  "spin_multiplicity": 2,
  "orbital_gap_ev": [3.925, 11.088],
  "total_charge": 0,
  "de_lowest_kcal_mol": 25.5,
  "symbols": ["C", "C", "O", "N", "H", "H", "H", "H", "H", "C", "C", "N", "H", "H", "H", "H", "H", "H", "H", "H"],
  "xyz": [[1.6151, -3.1951, 0.4385], [0.9978, -1.8100, 0.4618], [0.1281, -1.4984, -0.3399], [1.3578, -0.9842, 1.4954], [1.6139, -3.6709, 1.4008], [2.5165, -3.0366, -0.1656], [0.7770, -0.2291, 1.8385], [2.3070, -0.9592, 1.7970], [1.0143, -3.7343, -0.2984], [-1.1596, 1.4480, -0.0781], [-2.1965, 2.4125, -0.5864], [0.0326, 1.2858, -1.0179], [-0.7632, 1.8031, 0.8713], [-1.5632, 0.4423, 0.0032], [-2.8368, 2.0402, -1.3921], [-1.8698, 3.3673, -0.9994], [0.7320, 2.0630, -0.8693], [0.4962, 0.3666, -0.8667], [-0.3766, 1.2965, -1.9858], [-2.8227, 2.5927, 0.2932]],
  "lowdin_charge": [-0.007, -0.607, -0.022, 0.138, 0.077, 0.091, 0.087, 0.083, 0.084, -0.325, -0.151, 0.034, 0.075, 0.101, 0.070, 0.059, 0.008, 0.051, 0.080, 0.075]
}